(1)
Density functional theory data (ωB97M-V with the def2-TZVPD basis set) for 3 unconnected molecules or ions with the total composition C18H24N6O9PS.

```
59
Properties=species:S:1:pos:R:3:mulliken_charge:R:1
N 0.4219 5.1251 0.0341 -0.342
C 0.7219 4.2455 -0.6703 0.527
O 1.0688 3.3134 -1.5519 -0.324
N 2.3610 2.8765 -1.3218 0.212
C 3.3508 3.7342 -1.5210 -0.017
N 4.4857 3.1083 -1.2147 -0.439
C 4.1290 1.8714 -0.8298 0.460
N 5.0842 1.0067 -0.4269 0.012
S 4.8517 -0.5739 0.1520 -0.112
P 6.8052 1.5440 -0.4823 0.180
N 7.1279 1.9904 -2.0911 -0.554
O 6.9288 2.8762 0.4780 -0.493
N 2.7850 1.6560 -0.9063 0.234
C 1.9000 0.4743 -0.6439 -1.196
O 0.6121 0.6117 -1.0914 -0.506
C -0.2940 1.1336 -0.1682 0.746
C 0.0156 1.7682 1.0158 -0.047
C -0.9575 2.2939 1.8603 -0.918
C -2.2791 2.1876 1.4783 -0.591
C -2.6282 1.5478 0.2908 -0.397
C -1.6352 1.0331 -0.5161 -0.713
H 3.2131 4.7489 -1.8812 0.444
H 4.3661 -1.3581 -0.8509 0.196
H 6.9411 2.9792 -2.2517 0.261
H 8.0921 1.7676 -2.3131 0.303
H 7.5933 2.7013 1.1562 0.357
H 2.3418 -0.3687 -1.1910 0.696
H 2.0012 0.2002 0.4159 0.714
H 1.0643 1.8768 1.3177 0.458
H -0.7111 2.7826 2.7992 0.427
H -3.0695 2.6134 2.0963 0.440
H -3.6562 1.4316 -0.0495 0.436
H -1.9015 0.5589 -1.4627 0.505
C -5.2532 -3.1216 -0.9942 -1.582
C -5.1415 -1.7465 -0.3855 1.137
C -6.0952 -1.4821 0.7485 -0.503
O -6.2209 -0.0536 0.6997 -0.336
C -6.0002 0.3196 -0.5875 0.594
O -6.1947 1.4128 -1.0124 -0.546
O -5.5229 -0.7178 -1.3189 -0.396
H -4.7099 -3.1648 -1.9371 0.346
H -4.8507 -3.8703 -0.3232 0.423
H -6.2926 -3.3744 -1.2172 0.422
H -4.1082 -1.5575 -0.0903 -0.124
H -5.7083 -1.8033 1.7135 0.317
H -7.0838 -1.9205 0.5938 0.280
C 1.8162 -3.1968 0.7149 -1.425
C 0.3926 -2.8190 1.0432 0.871
C -0.2382 -3.6287 2.1473 -0.518
O -1.6293 -3.5222 1.8247 -0.337
C -1.7129 -3.3406 0.4838 0.564
O -2.7204 -3.3773 -0.1421 -0.475
O -0.4869 -3.0963 -0.0508 -0.342
H 2.1189 -2.7368 -0.2287 0.251
H 2.4898 -2.8633 1.5060 0.358
H 1.9302 -4.2743 0.5915 0.454
H 0.3335 -1.7440 1.2520 -0.048
H -0.0395 -3.2278 3.1390 0.330
H 0.0435 -4.6841 2.1238 0.324
```

Output
Total energy: -2445.18835 Eh
Charge: +1
HOMO: -0.446 hartree

***

(2)
Density functional theory data (ωB97M-V with the def2-TZVPD basis set) for a gas-phase ion, C3H4NO3 (charge -1).

```
11
Properties=species:S:1:pos:R:3:mulliken_charge:R:1
O -0.5916 2.0792 3.1294 -0.697
C -0.9677 1.5849 2.0594 0.519
O -1.9998 1.6413 1.4194 -0.661
C -0.0051 0.2298 1.4280 -0.324
N 0.9874 0.4487 0.4363 -0.376
C 1.0564 -0.1383 -0.6735 0.168
O 0.4086 -1.1845 -1.2712 -0.487
H -0.7840 -0.3875 0.9911 0.082
H 0.4827 -0.1096 2.3655 0.195
H 1.8556 0.2109 -1.3765 0.287
H -0.4009 -1.3933 -0.7433 0.294
```

Output
Total energy: -397.21604 Eh
Charge: -1
Relative energy (zero: lowest compared OMol25 entry of this formula, charge and spin): 230.42 kJ/mol
Structure (SMILES): O=C([O-])C/N=C\O
HOMO: -0.132 hartree